(1)
A molecular structure, C25H49ClN2O5Si2. Source: OMol25; level of theory: ωB97M-V with the def2-TZVPD basis set.

Structure (XYZ):
```
84
C25H49ClN2O5Si2 (ωB97M-V with the def2-TZVPD basis set)
C 7.815 -1.480 0.514
C 6.698 -1.077 0.343
C 5.343 -0.596 0.076
C 4.792 -1.071 -1.289
C 4.860 0.020 -2.383
Si 3.202 0.552 -3.072
O 1.990 -0.019 -2.061
Si 0.428 0.000 -2.584
Cl -0.089 -1.930 -3.052
C -0.672 0.777 -1.289
C -2.027 0.136 -1.110
C -3.175 0.760 -1.570
C -4.416 0.162 -1.411
C -4.541 -1.063 -0.784
C -5.886 -1.715 -0.583
C -3.385 -1.684 -0.319
C -2.149 -1.096 -0.482
H 8.830 -1.774 0.615
H 4.698 -0.919 0.892
H 5.383 0.493 0.101
H 5.396 -1.911 -1.620
H 3.782 -1.441 -1.144
H 5.442 -0.347 -3.227
H 5.375 0.908 -2.020
H 2.992 0.002 -4.428
H 3.066 2.027 -3.104
H 0.340 0.789 -3.829
H -0.145 0.842 -0.338
H -0.824 1.800 -1.638
H -3.098 1.722 -2.057
H -5.292 0.674 -1.783
H -6.640 -1.201 -1.172
H -5.857 -2.752 -0.906
H -6.154 -1.671 0.469
H -3.462 -2.643 0.175
H -1.262 -1.594 -0.119
C 9.133 6.078 1.456
O 10.017 5.786 0.396
C 11.099 4.926 0.725
C 10.932 3.537 0.146
N 9.858 2.798 0.794
C 9.454 1.555 0.141
C 9.006 1.576 -1.316
O 7.744 2.177 -1.547
C 7.738 3.589 -1.582
H 8.533 6.934 1.150
H 8.451 5.249 1.678
H 9.676 6.338 2.369
H 11.240 4.884 1.809
H 11.997 5.368 0.287
H 11.871 2.992 0.291
H 10.782 3.650 -0.935
H 9.051 3.398 0.894
H 8.624 1.142 0.716
H 10.279 0.841 0.228
H 8.884 0.535 -1.621
H 9.760 2.014 -1.983
H 8.632 3.987 -2.069
H 7.649 4.025 -0.583
H 6.864 3.896 -2.157
C -10.304 -1.904 4.626
O -10.848 -3.116 4.150
C -12.040 -2.992 3.388
C -11.811 -3.234 1.912
N -11.041 -2.164 1.295
C -10.551 -2.427 -0.055
C -9.682 -3.653 -0.319
O -8.370 -3.584 0.202
C -8.247 -3.839 1.586
H -9.578 -2.155 5.398
H -9.785 -1.338 3.844
H -11.076 -1.266 5.066
H -12.504 -2.016 3.558
H -12.728 -3.759 3.753
H -12.786 -3.294 1.419
H -11.332 -4.217 1.813
H -10.261 -1.923 1.891
H -9.978 -1.551 -0.366
H -11.417 -2.486 -0.723
H -9.556 -3.721 -1.402
H -10.167 -4.585 -0.002
H -8.929 -4.626 1.917
H -8.415 -2.939 2.186
H -7.223 -4.168 1.765
```

Values from the calculation:
2S+1   1
Lowest unoccupied orbital energy   0.7709 eV
Strongest force on any atom   0.65 eV/A
HOMO energy   -0.3153 hartree
Total charge   0

=====

(2)
3 unconnected molecules or ions with the total composition C2H10O2S2. Source: OMol25; level of theory: ωB97M-V with the def2-TZVPD basis set.

Structure (XYZ):
```
16
C2H10O2S2 (ωB97M-V with the def2-TZVPD basis set)
C 1.376 0.809 -0.384
S 0.643 0.088 1.096
S -1.397 0.088 0.854
C -1.643 1.876 0.575
H 1.264 1.900 -0.390
H 0.998 0.451 -1.339
H 2.448 0.670 -0.231
H -0.751 2.445 0.829
H -2.322 2.247 1.350
H -2.012 2.017 -0.430
H -1.716 -1.134 -2.742
H -1.357 -0.851 -1.352
O -0.951 -1.012 -2.191
H 1.981 -3.777 0.956
H 1.657 -2.444 1.591
O 1.784 -3.373 1.810
```

Values from the calculation:
2S+1   2
Lowest unoccupied orbital energy (alpha / beta)   -4.9890 / -8.6734 eV
Strongest force on any atom   1.99 eV/A
HOMO energy (alpha / beta)   -0.5306 / -0.5304 hartree
<S²>   0.755
Total charge   +1

=====

(3)
10 unconnected molecules or ions with the total composition C47H90BF10IN2O13S11. Source: OMol25; level of theory: ωB97M-V with the def2-TZVPD basis set.

Structure (XYZ):
```
175
C47H90BF10IN2O13S11 (ωB97M-V with the def2-TZVPD basis set)
C 2.892 -4.013 3.329
C 2.080 -2.677 2.836
C 2.917 -1.773 1.704
I 4.547 -0.589 2.652
C 1.784 -0.812 0.990
C 0.682 -0.105 1.989
C -0.512 0.829 1.364
C -0.711 1.146 -0.267
C 0.441 0.454 -1.261
C 0.431 0.702 -2.888
C 1.610 1.705 -3.435
O 2.175 2.610 -2.421
C 3.617 2.718 -2.761
O 4.488 2.975 -1.764
C 1.642 -0.515 -0.615
B 2.752 -1.232 -1.647
N 2.265 -2.517 -2.328
O 4.100 -0.670 -1.912
N -1.847 2.020 -0.750
C -3.194 1.589 -0.215
C -4.484 1.342 -1.241
C -5.936 0.868 -0.574
C -7.155 0.606 -1.678
C -7.091 -1.009 -2.074
C -8.570 -1.380 -2.763
F -9.295 -0.173 -3.252
F -9.393 -1.866 -1.590
C -8.515 -2.633 -3.805
F -7.463 -3.591 -3.299
F -9.810 -3.381 -3.694
S -8.107 -2.244 -5.575
F -6.615 -3.144 -5.421
F -7.228 -0.823 -5.223
F -9.576 -1.423 -5.889
F -8.893 -3.737 -6.030
F -7.696 -2.021 -7.229
C -6.143 0.650 1.072
C -7.630 0.152 1.550
C -8.600 1.336 2.145
C -9.865 0.583 2.938
F -9.175 2.242 1.111
C -4.852 0.904 2.104
C -5.087 0.650 3.706
C -3.989 -0.324 4.431
C -3.415 -1.547 3.504
O -2.143 -1.998 4.162
C -2.126 -3.460 4.318
C -3.428 1.357 1.425
S -1.850 1.627 2.470
H 4.059 -3.919 3.320
H 2.519 -4.993 2.766
H 2.583 -4.186 4.469
H 1.854 -2.019 3.786
H 1.055 -2.968 2.297
H 3.382 -2.585 0.967
H 0.712 -0.260 3.168
H -0.599 1.160 -3.277
H 0.555 -0.318 -3.492
H 1.192 2.336 -4.357
H 2.485 1.042 -3.902
H 4.075 2.539 -3.829
H 2.820 -2.724 -3.187
H 2.252 -3.316 -1.653
H 4.631 -1.331 -2.450
H -1.908 2.077 -1.790
H -4.325 1.519 -2.402
H -6.890 1.241 -2.626
H -8.159 0.902 -1.154
H -6.912 -1.649 -1.086
H -6.229 -1.264 -2.829
H -8.257 -0.383 0.687
H -7.479 -0.697 2.375
H -7.982 2.025 2.878
H -10.762 0.352 2.195
H -9.534 -0.402 3.484
H -10.251 1.379 3.739
H -5.109 1.691 4.289
H -6.157 0.168 3.918
H -3.043 0.318 4.772
H -4.410 -0.819 5.426
H -3.111 -1.252 2.413
H -4.118 -2.512 3.522
H -2.979 -3.733 5.083
H -2.248 -3.944 3.260
H -1.115 -3.848 4.813
C 8.551 1.087 1.504
S 8.760 -0.593 0.865
O 8.226 -1.539 1.900
C 10.564 -0.616 0.987
H 7.482 1.309 1.553
H 8.983 1.162 2.505
H 9.037 1.796 0.831
H 10.872 -0.435 2.020
H 10.985 0.150 0.331
H 10.922 -1.599 0.670
C 12.963 2.495 -2.890
S 11.440 1.527 -3.019
O 10.726 1.633 -1.703
C 12.250 -0.089 -3.069
H 12.697 3.552 -2.807
H 13.524 2.193 -2.003
H 13.568 2.345 -3.787
H 12.856 -0.232 -2.171
H 12.878 -0.155 -3.960
H 11.480 -0.863 -3.112
C -7.556 0.601 -10.053
S -5.870 -0.023 -10.262
O -5.092 1.021 -11.008
C -6.299 -1.326 -11.440
H -7.527 1.458 -9.375
H -7.960 0.916 -11.018
H -8.183 -0.181 -9.620
H -6.781 -0.892 -12.320
H -6.968 -2.046 -10.962
H -5.381 -1.835 -11.745
C -13.256 -1.825 5.782
S -11.570 -2.449 5.573
O -10.792 -1.405 4.827
C -11.999 -3.753 4.394
H -13.227 -0.968 6.459
H -13.660 -1.510 4.817
H -13.883 -2.607 6.215
H -12.481 -3.319 3.515
H -12.668 -4.472 4.873
H -11.081 -4.261 4.089
C 13.729 5.400 0.649
S 15.265 4.487 0.368
O 15.148 3.807 -0.964
C 14.975 3.238 1.644
H 13.675 6.219 -0.073
H 12.870 4.739 0.511
H 13.728 5.811 1.661
H 14.039 2.710 1.445
H 14.934 3.720 2.623
H 15.803 2.526 1.627
C 16.006 -1.062 0.329
S 15.034 -1.915 -0.937
O 13.595 -1.857 -0.516
C 15.646 -3.574 -0.555
H 15.755 0.001 0.302
H 15.768 -1.465 1.317
H 17.070 -1.188 0.119
H 15.431 -3.821 0.487
H 16.722 -3.617 -0.737
H 15.140 -4.289 -1.209
C -12.543 -2.716 -6.250
S -12.726 -3.442 -7.897
O -14.033 -2.963 -8.458
C -12.969 -5.141 -7.326
H -12.415 -1.637 -6.358
H -13.435 -2.917 -5.652
H -11.661 -3.137 -5.762
H -13.835 -5.192 -6.661
H -12.073 -5.482 -6.803
H -13.143 -5.778 -8.197
C -9.737 -0.779 7.737
S -8.033 -0.224 7.987
O -7.161 -1.444 8.015
C -8.263 0.318 9.698
H -9.821 -1.199 6.732
H -9.992 -1.547 8.472
H -10.416 0.071 7.832
H -8.609 -0.517 10.312
H -8.990 1.133 9.728
H -7.304 0.675 10.081
C 12.883 9.665 4.119
S 13.943 8.373 3.427
O 13.226 7.065 3.590
C 15.211 8.462 4.714
H 11.995 9.760 3.490
H 12.581 9.396 5.135
H 13.423 10.615 4.127
H 14.765 8.268 5.692
H 15.675 9.451 4.702
H 15.971 7.704 4.506
```

Values from the calculation:
2S+1   1
Lowest unoccupied orbital energy   -2.7598 eV
Strongest force on any atom   9.13 eV/A
HOMO energy   -0.2670 hartree
Total charge   0

=====

(4)
C2H4BrN in the gas phase. Source: OMol25; level of theory: ωB97M-V with the def2-TZVPD basis set.

Structure (XYZ):
```
8
C2H4BrN (ωB97M-V with the def2-TZVPD basis set)
C -0.376 1.041 -0.403
N 0.688 0.080 -0.196
C 0.447 -1.033 0.454
Br 1.806 -2.240 0.819
H -0.142 1.621 -1.367
H -0.531 1.668 0.501
H -1.420 0.454 -0.540
H -0.472 -1.591 0.731
```

Values from the calculation:
2S+1   1
Lowest unoccupied orbital energy   0.7982 eV
Strongest force on any atom   4.11 eV/A
HOMO energy   -0.3639 hartree
SMILES string   C/N=C/Br
Total charge   0